Computed, not measured: one molecule with the formula C6H8, with ωB97M-V/def2-TZVPD.

Element x y z (Å)
C: 3.2747 -0.6298 0.4292
C: 1.9569 -0.7935 0.3614
C: 0.7233 -0.9274 0.5483
C: -0.6139 1.4556 -0.2110
C: -1.4366 0.2130 0.1220
C: -0.6309 -1.1060 0.0171
H: 3.8030 -0.6527 -0.5318
H: 0.2004 1.5765 0.5124
H: -1.2318 2.3575 -0.1704
H: -0.1674 1.3905 -1.2101
H: -1.8467 0.3058 1.1330
H: -2.2883 0.1236 -0.5623
H: -0.5918 -1.4318 -1.0307
H: -1.1508 -1.8813 0.5930

Values from the calculation:
2S+1: 1
Kohn-Sham gap (spin up / spin down) (Ha): 0.2611 / 0.2610
Energy relative to the best compared isomer or geometry (same formula, charge and spin) (kJ/mol): 411.8
HOMO (spin up / spin down) (Eh): -0.299 / -0.299
Lowest unoccupied orbital energy (spin up / spin down) (eV): -1.020 / -1.028